DFT (wB97M-V/def2-TZVPD) results for a cluster of 7 separate species, C43H89N6O20 in total.

Geometry (Å):
C 0.267438 4.196864 4.680022
C -0.481529 3.874340 3.410229
N -1.405181 3.016210 3.478573
C -0.121980 4.679434 2.159370
C 0.368710 3.979101 0.885900
C -0.594927 3.011607 0.180932
C -1.997170 3.562111 0.010543
C -2.953805 2.532804 -0.573190
C -4.409961 3.003602 -0.481088
C -4.990752 2.552023 0.855309
N -6.080194 3.420295 1.301913
C -6.521914 3.232594 2.605414
N -6.591128 4.220493 3.394711
N -6.880055 1.870604 2.874369
O -0.612005 1.748390 0.805994
C 0.624504 1.108979 0.596177
C 1.744950 1.817304 1.340379
C 1.709868 1.514800 2.832855
C 2.295198 0.116600 3.118748
C 1.271127 -0.881066 3.649325
O 1.816778 -2.185454 3.676139
N 1.739363 3.299619 0.982604
C 2.752083 4.110500 1.750175
C 4.172776 3.609509 1.530514
C 5.147284 4.382079 2.420493
C 5.036319 4.028972 3.906835
N 4.039371 4.860886 4.593950
H 0.607152 3.276283 5.151256
H -0.419810 4.671848 5.379624
H 1.109207 4.869366 4.529675
H -1.869454 2.868029 2.585189
H 0.573060 5.467211 2.441585
H -1.025275 5.201958 1.843178
H 0.526057 4.775110 0.153425
H -0.191779 2.877608 -0.838994
H -1.941039 4.409178 -0.677762
H -2.404287 3.939258 0.951103
H -2.870206 1.592260 -0.026917
H -2.668942 2.315732 -1.605172
H -4.976079 2.556605 -1.295388
H -4.475792 4.090162 -0.574345
H -4.188856 2.512367 1.609918
H -5.378881 1.538897 0.769320
H -5.840556 4.400916 1.207656
H -7.034993 3.949818 4.267873
H -6.567851 1.617991 3.804781
H -7.888387 1.767133 2.859711
H 0.547837 0.095914 0.984874
H 0.832760 1.031273 -0.475639
H 2.682485 1.435981 0.934855
H 2.264055 2.249187 3.409426
H 0.677569 1.548308 3.178831
H 2.755113 -0.296940 2.214915
H 3.078139 0.208574 3.871692
H 0.328571 -0.850759 3.088727
H 1.032239 -0.644369 4.685630
H 2.144243 -2.397005 2.792867
H 2.096895 3.331321 0.025964
H 2.669225 5.125008 1.358041
H 2.482114 4.143722 2.796849
H 4.440829 3.727380 0.477860
H 4.253625 2.552498 1.790611
H 4.990502 5.456572 2.302981
H 6.163262 4.180357 2.081213
H 6.027145 4.120768 4.355756
H 4.742060 2.983746 4.026753
H 3.601143 4.345926 5.345862
H 4.465212 5.682869 5.000202
C 5.103576 -2.835866 4.527938
C 4.460913 -2.704446 5.886908
O 5.408751 -2.271024 6.878091
C 5.690000 -0.972748 6.859380
O 5.206555 -0.146471 6.120274
O 6.603554 -0.730671 7.794155
C 7.035882 0.629857 7.880375
H 5.965088 -3.502833 4.564834
H 4.385454 -3.231794 3.810754
H 5.442733 -1.862210 4.174338
H 4.092603 -3.664415 6.240658
H 3.624318 -2.008058 5.860192
H 6.185392 1.297952 7.996909
H 7.600566 0.904098 6.990574
H 7.675014 0.680594 8.755835
C 11.095251 -1.589791 0.986692
C 10.121622 -1.892312 -0.129330
O 8.791946 -2.135910 0.375962
C 8.092375 -1.056228 0.689583
O 8.434658 0.091279 0.561144
O 6.913145 -1.452327 1.187791
C 6.077986 -0.381472 1.614142
H 11.084759 -2.389113 1.727910
H 12.103755 -1.505233 0.582596
H 10.844062 -0.652812 1.481702
H 10.387094 -2.814420 -0.641064
H 10.083527 -1.086481 -0.861052
H 5.952616 0.352924 0.818711
H 6.496082 0.104373 2.495842
H 5.119987 -0.828249 1.869284
C -5.245616 -3.384439 -2.723923
C -5.985416 -3.430337 -1.407496
O -5.070148 -3.413860 -0.291412
C -4.530158 -2.238811 -0.011942
O -4.759691 -1.190989 -0.564260
O -3.670907 -2.399087 0.997111
C -2.960222 -1.214783 1.350186
H -4.507975 -4.186150 -2.779462
H -5.940180 -3.492643 -3.557301
H -4.723384 -2.433813 -2.836365
H -6.534947 -4.361535 -1.295715
H -6.688585 -2.603857 -1.309897
H -3.646899 -0.394454 1.554332
H -2.278772 -0.928251 0.547382
H -2.395631 -1.454925 2.246552
C -7.071308 -0.478007 -8.777646
C -6.014342 -1.125453 -7.912042
O -5.652699 -0.289109 -6.794860
C -6.503626 -0.307923 -5.772133
O -7.500693 -0.975172 -5.684406
O -6.049574 0.532950 -4.838407
C -6.905574 0.654835 -3.699007
H -6.744142 0.509956 -9.102652
H -7.252216 -1.091407 -9.660173
H -8.009116 -0.372630 -8.234567
H -5.085098 -1.255956 -8.462986
H -6.339296 -2.097145 -7.541630
H -7.138115 -0.321091 -3.279204
H -7.825022 1.171663 -3.968494
H -6.359529 1.242397 -2.966684
C 2.800872 -0.603205 -4.144491
C 2.117621 0.671879 -3.705847
O 0.723525 0.680122 -4.059695
C -0.082474 -0.024505 -3.268694
O 0.241942 -0.588636 -2.249600
O -1.301926 -0.002095 -3.789061
C -2.273140 -0.812317 -3.110873
H 2.654425 -0.760947 -5.212573
H 3.871095 -0.537917 -3.947701
H 2.403876 -1.464353 -3.608890
H 2.532320 1.535199 -4.222395
H 2.217218 0.826848 -2.629678
H -2.307875 -0.587011 -2.046992
H -2.039246 -1.865959 -3.256884
H -3.230451 -0.577643 -3.566725
C -3.105344 -9.583955 -5.903469
C -4.298800 -8.702112 -5.613608
O -3.898627 -7.410670 -5.113129
C -3.485163 -6.547126 -6.034975
O -3.447442 -6.728572 -7.223396
O -3.118039 -5.420900 -5.413729
C -2.621084 -4.402547 -6.282332
H -2.473474 -9.672027 -5.019218
H -3.443288 -10.580054 -6.188826
H -2.508644 -9.177276 -6.718494
H -4.910577 -9.121605 -4.817903
H -4.921875 -8.566138 -6.496485
H -3.305473 -4.220617 -7.107870
H -1.641164 -4.673714 -6.672813
H -2.532653 -3.509576 -5.668858

Force components x, y, z for each atom (eV/Å):
C -0.02 0.07 -0.01
C 0.07 0.06 0.02
N -0.04 -0.15 -0.08
C -0.03 -0.17 0.12
C -0.18 0.05 -0.03
C 0.16 0.08 -0.22
C -0.10 -0.08 0.05
C -0.15 -0.06 -0.19
C 0.17 -0.35 0.12
C -0.30 -0.04 0.01
N 0.25 0.20 0.12
C -0.23 -0.23 -0.24
N 0.06 0.07 0.17
N 0.19 0.02 0.26
O 0.01 0.03 0.06
C 0.00 -0.03 0.04
C 0.07 -0.21 0.14
C -0.11 -0.13 0.07
C -0.15 0.22 0.14
C 0.18 -0.08 0.06
O 0.01 -0.07 -0.09
N 0.05 0.06 0.04
C 0.08 0.13 -0.30
C -0.18 0.10 0.31
C 0.14 -0.05 -0.01
C 0.01 0.17 0.02
N -0.22 -0.18 -0.15
H 0.02 -0.04 0.03
H -0.02 0.03 0.03
H 0.09 -0.02 -0.03
H 0.00 -0.05 0.03
H 0.12 0.01 -0.09
H -0.03 0.06 0.00
H 0.15 0.12 0.11
H 0.01 -0.09 0.00
H 0.01 0.14 0.10
H 0.01 -0.02 0.03
H 0.06 -0.04 -0.04
H 0.00 0.03 -0.06
H -0.15 0.14 -0.04
H 0.02 0.04 -0.10
H 0.02 0.10 0.02
H 0.08 -0.06 -0.02
H -0.03 -0.01 -0.10
H -0.01 0.05 0.01
H -0.10 0.04 0.04
H 0.01 -0.07 -0.21
H -0.02 -0.06 -0.02
H -0.01 0.00 -0.07
H 0.09 0.15 -0.03
H 0.05 0.11 0.00
H -0.08 0.11 0.03
H 0.01 -0.03 -0.03
H 0.18 -0.13 -0.09
H 0.04 0.03 -0.12
H -0.09 0.06 0.01
H -0.11 -0.07 0.12
H -0.15 -0.16 -0.08
H -0.04 0.06 0.05
H -0.06 -0.06 0.10
H 0.03 -0.06 -0.06
H 0.03 -0.05 -0.07
H 0.03 0.05 -0.01
H 0.00 -0.07 -0.05
H 0.02 -0.02 0.08
H 0.05 -0.07 -0.06
H 0.10 0.05 0.13
H -0.02 0.05 -0.01
C 0.20 0.08 -0.09
C -0.30 -0.09 -0.15
O 0.02 0.14 0.02
C 0.07 -0.13 0.00
O -0.04 0.08 -0.03
O -0.03 0.02 0.01
C 0.04 0.03 0.04
H -0.04 -0.04 0.01
H -0.02 -0.04 0.04
H -0.01 0.00 -0.02
H 0.09 0.01 0.10
H 0.02 0.02 0.00
H -0.02 0.00 -0.02
H -0.03 0.01 -0.02
H 0.00 -0.03 0.00
C -0.09 0.01 0.10
C 0.20 0.00 -0.12
O -0.08 0.02 0.02
C 0.09 -0.08 0.06
O -0.03 0.05 -0.02
O -0.05 0.01 -0.03
C -0.13 0.03 0.06
H 0.03 -0.02 -0.03
H 0.01 -0.01 -0.01
H 0.00 0.02 -0.03
H -0.06 -0.02 0.02
H -0.04 0.03 0.04
H 0.04 0.02 -0.01
H 0.03 0.04 -0.02
H 0.04 -0.07 0.00
C 0.21 0.04 -0.04
C -0.16 -0.01 -0.15
O -0.03 0.00 0.02
C 0.03 -0.11 0.05
O 0.02 0.17 -0.10
O 0.01 -0.01 -0.01
C 0.07 0.12 0.09
H -0.07 -0.06 -0.03
H -0.04 -0.02 0.03
H -0.07 0.02 -0.01
H 0.06 -0.03 0.06
H 0.06 0.05 0.04
H -0.01 0.00 -0.01
H -0.01 0.03 -0.01
H -0.02 -0.07 0.00
C -0.03 0.10 0.07
C 0.00 -0.13 -0.16
O 0.01 0.02 0.05
C 0.09 -0.04 -0.03
O -0.04 0.00 0.01
O 0.03 0.01 0.04
C -0.02 0.06 0.20
H 0.02 -0.02 -0.04
H 0.01 -0.01 -0.01
H 0.00 -0.04 0.01
H 0.03 0.04 0.04
H -0.04 0.03 0.04
H -0.03 -0.02 -0.05
H -0.03 -0.07 -0.03
H 0.07 0.01 -0.06
C -0.09 -0.07 -0.01
C 0.12 0.05 0.00
O 0.02 0.07 0.03
C -0.14 -0.14 -0.12
O 0.05 0.10 0.11
O 0.08 0.06 0.05
C -0.16 -0.06 0.04
H 0.04 0.03 -0.01
H 0.01 0.01 -0.01
H 0.00 0.02 0.03
H -0.05 0.01 -0.03
H -0.03 -0.04 0.02
H 0.04 0.03 0.00
H 0.02 -0.01 0.05
H 0.04 0.05 -0.05
C 0.09 0.09 0.01
C -0.10 -0.18 -0.04
O 0.02 0.05 0.01
C 0.01 -0.01 0.03
O 0.01 0.00 -0.02
O -0.03 -0.01 0.04
C 0.05 0.18 0.02
H -0.03 -0.04 0.01
H -0.01 -0.01 0.00
H -0.03 0.00 -0.02
H 0.01 0.05 0.03
H 0.04 0.04 -0.02
H -0.01 -0.05 -0.01
H -0.03 -0.06 -0.05
H -0.02 -0.01 0.02

E in eV: -95920.7400
Charge: +1
LUMO level in eV: -2.64
HOMO in eV: -10.846